#1
The following is a quantum chemistry calculation of a 2-piece molecular cluster, C2H3O2S2 overall, from the Open Molecules 2025 dataset.

Last column: Mulliken charge in e.
Positions of all 9 atoms, in Å:
C1 1.4912 -0.3290 0.6264  -0.19
C2 1.0103 0.4335 -0.5517  -0.62
O1 -2.8774 0.8288 1.0401  -0.49
O2 -3.2633 0.1309 -1.3093  -0.52
S1 1.2022 -1.3808 -0.8117  -0.26
S2 -2.4020 0.0090 -0.0962  0.55
H1 2.5976 -0.3091 1.1561  0.21
H2 0.6279 -0.4368 1.2216  0.14
H3 1.6136 1.0534 -1.2753  0.18

## Properties
* total charge: -1
* E_LUMO (alpha / beta): 2.918 / 3.554 eV


#2
The following is a quantum chemistry calculation of an isolated ion of composition C2H3O2S2 and charge -1, from the Open Molecules 2025 dataset.

Last column: Mulliken charge in e.
Positions of all 9 atoms, in Å:
C1 -0.0744 -0.0986 -0.3056  -0.99
C2 -0.5504 -1.6188 -0.3035  0.77
O1 0.0580 -2.5108 -0.8975  -0.63
O2 -1.7597 -1.7711 0.2310  -0.49
S1 -2.9848 -0.4382 0.8799  -0.01
S2 -3.4489 0.8808 -0.4498  -0.49
H1 -0.2375 0.3753 0.6752  0.32
H2 -0.6375 0.3692 -1.0884  0.25
H3 0.9960 -0.2734 -0.5487  0.28

## Properties
* total charge: -1
* E_LUMO: 3.683 eV
* structure (SMILES): CC(=O)OS[S-]


#3
The following is a quantum chemistry calculation of C2H3O2S2 as an isolated structure, from the Open Molecules 2025 dataset.

Last column: Mulliken charge in e.
Positions of all 9 atoms, in Å:
C1 0.7631 0.5063 -1.0273  -0.63
C2 0.1055 0.7867 0.0404  -0.07
O1 0.6990 -1.5396 0.9595  -0.60
O2 -0.8664 -0.1285 2.3035  -0.60
S1 -2.4669 -1.4799 -0.5739  -0.55
S2 -0.4807 -0.6390 1.0074  0.68
H1 1.1346 1.1203 -1.7393  0.33
H2 1.2198 -0.4879 -1.3543  0.17
H3 -0.1080 1.8617 0.3839  0.27

## Properties
* total charge: -1
* E_LUMO: 3.168 eV


#2 (0.1084 hartree below the next structure)


#1
The following is a quantum chemistry calculation of one molecule with the formula C4H5ClF2, from the Open Molecules 2025 dataset.

Last column: Mulliken charge in e.
Positions of all 12 atoms, in Å:
F1 2.1186 -1.1634 0.1003  -0.29
C1 0.8155 -1.1684 -0.2193  -0.44
C2 0.3741 0.2389 -0.2384  0.68
F2 1.1567 0.9443 -1.0771  -0.33
C3 -0.2691 0.9402 0.9217  -0.67
C4 -1.0870 0.6449 -0.2960  -0.26
Cl1 -2.1696 -0.7705 -0.3410  -0.21
H1 0.2581 -1.7982 0.4421  0.33
H2 0.7104 -1.5011 -1.2891  0.27
H3 0.0387 1.9831 1.1573  0.28
H4 -0.5070 0.2627 1.7906  0.24
H5 -1.4394 1.3875 -0.9510  0.39

## Properties
* total charge: 0
* E_LUMO: 0.893 eV
* structure (SMILES): FC[C@]1(F)C[C@@H]1Cl


#2
The following is a quantum chemistry calculation of one molecule with the formula C4H5ClF2, from the Open Molecules 2025 dataset.

Last column: Mulliken charge in e.
Positions of all 12 atoms, in Å:
F1 1.7423 -2.3904 -1.6938  -0.28
C1 0.6057 -1.8518 -1.2355  -0.29
C2 0.7950 -0.5371 -0.6214  -0.30
C3 0.0993 -0.1319 0.4786  0.42
F2 -0.8265 -0.8800 1.1101  -0.26
C4 0.2157 1.2449 0.9463  -0.47
Cl1 -1.2519 2.2507 0.5248  -0.19
H1 -0.1929 -1.6636 -1.9885  0.23
H2 0.0898 -2.5791 -0.5263  0.24
H3 1.4952 0.0944 -1.1514  0.28
H4 1.0686 1.7611 0.5471  0.29
H5 0.2857 1.2133 2.0423  0.33

## Properties
* total charge: 0
* E_LUMO: 0.778 eV
* structure (SMILES): FC/C=C(\F)CCl


#3
The following is a quantum chemistry calculation of a 2-piece molecular cluster, C4H5ClF2 overall, from the Open Molecules 2025 dataset.

Last column: Mulliken charge in e.
Positions of all 12 atoms, in Å:
C1 -2.2123 0.3188 0.7660  -0.46
C2 -1.6159 0.3142 -0.3728  -0.35
C3 1.4922 -0.7757 -0.3273  -0.35
C4 0.9887 0.5799 -0.0146  0.33
F1 1.3125 1.5702 -0.8688  -0.24
F2 1.0438 0.9363 1.2223  -0.20
Cl1 3.3392 -0.9686 0.1543  -0.24
H1 -3.3441 0.3012 0.5537  0.23
H2 -1.6934 0.0557 1.6173  0.32
H3 -1.7328 0.3855 -1.4454  0.32
H4 1.2962 -1.0837 -1.4381  0.32
H5 1.1260 -1.6336 0.1534  0.32

## Properties
* total charge: 0
* E_LUMO (alpha / beta): -0.210 / 0.133 eV


#4
The following is a quantum chemistry calculation of a 2-piece molecular cluster, C4H5ClF2 overall, from the Open Molecules 2025 dataset.

Last column: Mulliken charge in e.
Positions of all 12 atoms, in Å:
C1 1.7911 -1.3578 0.4026  -0.07
C2 -1.1576 0.7868 0.7852  -0.82
C3 1.8755 -0.1028 -0.5217  -0.83
C4 -2.2615 0.4340 0.1491  0.56
F1 -2.8853 -0.7221 0.3707  -0.21
F2 -2.7772 1.1916 -0.7867  -0.22
Cl1 0.6195 -2.4364 -0.1220  -0.04
H1 -0.6181 1.6578 0.4644  0.26
H2 -0.8303 0.1438 1.4996  0.42
H3 1.7749 0.6991 0.1151  0.29
H4 3.0117 -0.0260 -0.8227  0.33
H5 1.4572 -0.2681 -1.5334  0.32

## Properties
* total charge: 0
* E_LUMO: -0.427 eV


#2 (0.0115 hartree below the next structure)